(1)
{"formula": "C58H145Hg2N13O17", "method": "ωB97M-V/def2-TZVPD", "s2": 0.7777, "homo_ev": [-13.846, -13.846], "spin_multiplicity": 2, "de_lowest_kj_mol": 0.0, "charge": 3, "homo_lumo_gap_ev": [4.938, 3.047], "symbols": ["C", "H", "C", "H", "C", "N", "N", "H", "H", "O", "H", "H", "H", "H", "H", "H", "H", "N", "H", "O", "H", "H", "H", "H", "H", "H", "H", "H", "C", "H", "H", "H", "C", "H", "H", "C", "H", "H", "C", "H", "O", "H", "C", "C", "N", "C", "C", "H", "H", "C", "C", "H", "C", "H", "H", "H", "H", "H", "H", "C", "H", "C", "H", "H", "N", "H", "H", "H", "H", "H", "H", "H", "H", "N", "H", "C", "C", "H", "C", "N", "H", "O", "H", "H", "H", "H", "H", "H", "H", "H", "H", "H", "H", "C", "C", "H", "C", "H", "H", "H", "H", "H", "H", "O", "C", "H", "C", "C", "H", "C", "H", "H", "H", "C", "H", "H", "H", "N", "C", "C", "H", "H", "H", "C", "C", "H", "H", "H", "C", "H", "Hg", "C", "H", "O", "H", "O", "C", "C", "H", "O", "H", "H", "Hg", "H", "H", "H", "H", "H", "C", "C", "H", "O", "H", "O", "C", "H", "H", "C", "H", "H", "H", "C", "C", "H", "H", "O", "C", "H", "C", "N", "H", "H", "H", "H", "H", "H", "C", "H", "H", "O", "H", "H", "H", "H", "H", "H", "C", "H", "H", "H", "C", "O", "H", "C", "C", "H", "N", "H", "H", "C", "C", "H", "H", "C", "O", "H", "H", "N", "H", "H", "H", "O", "C", "H", "O", "H", "H", "H", "H", "H", "C", "H", "C", "C", "O", "N", "H", "H", "C", "H", "C", "C", "N", "H", "H"], "positions_angstrom": [[5.79, 11.12, 10.41], [8.00, 10.76, 13.89], [8.40, 21.81, 18.51], [5.52, 14.10, 9.04], [10.46, 8.81, 7.20], [12.82, 12.75, 11.84], [11.71, 13.93, 14.83], [14.30, 17.33, 19.30], [10.06, 11.54, 10.40], [10.30, 20.16, 16.86], [12.02, 22.17, 6.52], [10.05, 7.80, 7.23], [8.71, 12.52, 7.80], [10.55, 21.60, 18.91], [4.44, 20.78, 15.97], [13.39, 19.16, 9.84], [5.75, 21.79, 16.63], [6.01, 19.12, 12.97], [13.57, 20.93, 11.90], [4.08, 17.30, 13.38], [17.00, 18.82, 13.27], [19.49, 20.98, 11.84], [12.87, 14.06, 7.69], [8.37, 23.79, 12.41], [11.77, 15.33, 16.43], [10.65, 16.96, 6.67], [6.56, 22.91, 11.57], [15.84, 18.54, 16.62], [9.57, 11.42, 17.00], [10.36, 13.81, 9.88], [9.83, 20.20, 8.57], [7.33, 12.76, 15.18], [16.61, 19.84, 13.20], [9.16, 11.48, 18.00], [6.21, 10.19, 10.03], [15.54, 17.92, 6.62], [10.53, 10.91, 16.94], [15.73, 13.50, 10.48], [14.54, 21.12, 12.36], [5.99, 12.02, 9.83], [10.95, 14.76, 12.11], [4.70, 11.11, 10.47], [8.45, 15.48, 5.67], [8.70, 12.18, 8.84], [13.56, 17.01, 16.01], [4.79, 14.89, 9.21], [6.52, 22.55, 14.25], [7.21, 22.61, 15.10], [12.45, 13.48, 15.35], [2.80, 16.73, 13.77], [5.01, 21.70, 15.84], [10.70, 13.51, 8.48], [10.67, 13.54, 17.02], [11.98, 21.23, 8.01], [14.70, 17.84, 4.78], [13.40, 17.59, 15.20], [16.08, 15.85, 10.49], [7.49, 14.97, 5.69], [12.39, 17.77, 9.74], [14.15, 16.84, 18.33], [8.59, 16.23, 4.89], [5.06, 17.36, 14.41], [6.04, 23.51, 14.08], [3.82, 14.73, 7.25], [6.63, 21.95, 11.87], [15.33, 19.33, 11.55], [8.84, 10.87, 16.41], [12.48, 11.90, 12.28], [17.33, 18.13, 5.53], [16.01, 21.48, 18.34], [10.13, 9.17, 6.22], [2.88, 15.40, 8.55], [1.81, 12.98, 7.05], [9.19, 12.35, 13.59], [12.86, 15.34, 6.42], [9.86, 22.06, 18.19], [10.37, 16.16, 7.34], [13.97, 19.53, 6.87], [11.48, 21.38, 7.05], [7.97, 17.12, 7.36], [4.26, 22.49, 15.89], [10.07, 21.72, 7.12], [7.43, 21.39, 7.05], [10.39, 14.04, 17.94], [3.88, 15.56, 11.07], [19.14, 19.41, 12.46], [13.61, 10.18, 11.18], [5.43, 14.76, 11.24], [8.09, 20.83, 18.14], [9.10, 13.25, 13.14], [14.71, 12.24, 12.26], [3.94, 13.82, 10.91], [11.73, 10.59, 9.08], [6.94, 12.59, 14.17], [15.18, 19.74, 12.55], [5.67, 21.95, 12.19], [7.46, 18.18, 14.77], [5.91, 12.23, 14.26], [11.34, 19.29, 12.45], [9.46, 24.06, 17.71], [6.79, 17.20, 13.04], [19.00, 20.75, 13.59], [7.78, 12.44, 11.40], [10.07, 9.57, 8.32], [10.54, 15.88, 11.79], [9.12, 14.86, 15.01], [10.82, 19.55, 15.71], [14.15, 10.96, 10.64], [14.26, 13.47, 9.47], [7.91, 11.71, 13.37], [10.83, 18.48, 15.87], [13.00, 18.46, 17.42], [9.57, 16.07, 16.27], [14.94, 18.93, 17.08], [7.76, 17.32, 15.36], [14.71, 15.87, 9.34], [11.07, 11.25, 7.52], [10.82, 13.06, 9.38], [9.28, 16.12, 11.09], [7.53, 11.53, 11.94], [2.97, 15.67, 13.94], [9.33, 12.58, 14.56], [8.04, 11.31, 8.89], [10.84, 10.78, 8.47], [10.84, 18.47, 11.97], [9.24, 19.75, 7.03], [8.73, 15.21, 10.88], [11.03, 23.77, 17.99], [14.64, 13.54, 10.49], [12.22, 12.85, 11.04], [13.03, 14.74, 13.06], [4.49, 14.74, 10.69], [13.79, 11.09, 9.62], [6.18, 11.24, 11.78], [9.48, 21.82, 15.98], [9.71, 12.72, 16.39], [7.41, 22.04, 13.10], [14.58, 18.83, 7.44], [5.34, 16.37, 14.77], [13.64, 17.94, 8.15], [11.11, 13.13, 14.68], [8.03, 10.65, 11.54], [6.70, 19.84, 10.80], [5.05, 19.06, 12.67], [9.18, 23.19, 13.87], [4.58, 16.88, 9.33], [15.92, 17.18, 7.32], [17.13, 19.42, 6.73], [14.15, 12.35, 11.34], [14.99, 15.86, 10.40], [13.44, 18.75, 12.96], [11.13, 14.93, 7.28], [5.99, 19.79, 13.72], [14.32, 14.79, 11.07], [7.86, 22.25, 8.95], [8.41, 18.48, 14.34], [13.29, 16.19, 18.49], [9.92, 15.48, 15.42], [10.46, 16.65, 8.31], [2.32, 17.24, 14.60], [11.64, 20.47, 6.47], [16.33, 20.44, 18.46], [3.60, 14.62, 8.31], [12.08, 19.18, 8.68], [15.09, 16.32, 18.12], [15.17, 19.51, 18.38], [18.85, 20.45, 12.55], [8.26, 13.01, 9.39], [13.87, 17.85, 17.19], [10.09, 23.49, 18.26], [9.43, 22.44, 12.28], [6.08, 20.21, 8.09], [17.05, 20.21, 17.68], [15.19, 10.65, 10.51], [14.69, 18.01, 13.56], [1.27, 13.75, 8.61], [8.84, 15.92, 7.10], [7.02, 16.90, 7.63], [16.57, 20.28, 14.19], [17.44, 20.60, 12.29], [13.98, 17.02, 5.94], [11.21, 21.90, 16.53], [8.20, 21.95, 19.57], [15.11, 21.81, 11.73], [8.40, 21.96, 9.86], [8.49, 15.13, 7.76], [10.11, 11.85, 9.36], [5.99, 16.41, 9.74], [7.13, 19.07, 15.32], [14.35, 16.42, 15.79], [11.43, 17.16, 12.20], [3.26, 13.26, 8.47], [14.37, 21.65, 13.30], [9.33, 20.61, 7.69], [12.84, 18.55, 9.13], [15.18, 19.33, 8.19], [5.32, 16.27, 9.00], [7.74, 22.54, 18.03], [11.79, 19.98, 15.43], [8.69, 22.89, 12.94], [9.66, 18.61, 11.32], [14.67, 16.85, 10.72], [16.12, 19.49, 5.31], [7.88, 21.05, 7.98], [9.21, 19.83, 11.15], [10.22, 19.78, 14.84], [4.65, 17.95, 15.23], [14.33, 18.94, 13.41], [11.53, 8.62, 7.09], [8.40, 23.14, 8.65], [6.84, 22.56, 9.20], [12.59, 16.95, 12.64], [11.11, 14.61, 15.95], [12.88, 15.74, 8.13], [5.59, 21.61, 14.55], [1.59, 12.02, 8.54], [9.16, 14.71, 5.35], [7.17, 19.20, 7.79], [14.53, 19.68, 16.39], [10.25, 16.22, 14.69], [6.33, 17.91, 13.72], [16.69, 20.31, 19.47], [1.89, 12.99, 8.14], [10.20, 21.56, 16.76], [7.60, 17.47, 10.52], [7.00, 19.96, 8.44], [11.54, 12.96, 17.33], [6.79, 13.59, 13.77], [8.80, 17.38, 10.99], [8.23, 17.47, 8.27], [16.62, 18.81, 6.00], [12.48, 15.03, 7.40], [14.89, 17.21, 5.55], [2.01, 16.70, 13.02], [7.67, 21.00, 13.27]]}


(2)
{"formula": "C77H69I2NO11Si2", "method": "ωB97M-V/def2-TZVPD", "homo_ev": -8.010, "spin_multiplicity": 1, "homo_lumo_gap_ev": 6.911, "symbols": ["C", "O", "C", "C", "H", "C", "H", "I", "O", "C", "H", "C", "H", "C", "C", "H", "C", "O", "H", "H", "H", "H", "H", "C", "C", "H", "H", "C", "H", "C", "H", "C", "H", "C", "C", "C", "I", "C", "C", "C", "H", "C", "C", "H", "C", "N", "C", "H", "H", "H", "C", "H", "H", "H", "C", "H", "H", "H", "C", "C", "O", "C", "C", "C", "H", "C", "C", "C", "C", "C", "C", "H", "H", "H", "C", "H", "C", "C", "H", "H", "H", "H", "C", "C", "H", "C", "C", "C", "H", "H", "H", "H", "H", "C", "C", "C", "H", "C", "C", "C", "C", "O", "C", "O", "H", "C", "H", "H", "C", "C", "O", "C", "H", "C", "C", "H", "H", "H", "O", "H", "H", "H", "H", "H", "H", "H", "C", "C", "H", "C", "C", "C", "C", "C", "H", "C", "C", "C", "C", "H", "H", "H", "O", "O", "H", "H", "C", "C", "Si", "H", "H", "H", "C", "C", "Si", "H", "O", "C", "C", "H", "H", "C"], "positions_angstrom": [[-0.28, 7.69, 2.23], [0.72, -2.32, 3.30], [-4.27, 1.94, 3.85], [-10.39, -3.93, 2.35], [-10.04, -1.28, 2.74], [5.41, -6.62, -2.83], [4.05, 13.44, -0.03], [4.58, -1.68, 4.65], [0.22, -7.63, -7.39], [0.41, -2.97, -6.45], [7.61, -5.64, 1.12], [1.55, 8.54, -3.09], [-4.72, -5.88, -10.41], [6.66, -8.71, 0.05], [1.98, 6.36, 3.51], [0.81, 10.31, 4.11], [4.38, -4.58, 2.50], [5.60, -10.59, -1.73], [4.26, 3.97, 4.27], [-4.79, 2.76, 4.41], [-10.77, -1.84, 4.28], [-8.17, -0.27, 2.49], [-7.80, -6.14, 2.80], [-1.33, 8.32, 1.57], [-2.78, 2.36, 3.46], [0.17, -3.89, 1.21], [-2.74, 3.49, 3.43], [-9.84, -5.24, 1.99], [1.20, 8.50, -4.12], [3.16, 10.99, -0.72], [-1.03, -0.50, 0.26], [-1.59, 0.47, 2.19], [-2.42, 10.14, 1.29], [7.18, -6.40, 0.48], [-9.84, -1.91, 3.66], [1.87, 7.47, -0.96], [1.41, -5.20, 6.58], [-1.48, -3.90, -7.78], [2.57, 3.69, 2.96], [-3.21, -7.26, -9.74], [0.96, -4.85, 3.28], [2.99, 13.25, -3.74], [0.21, 9.75, 3.40], [-7.56, -3.82, 4.13], [1.52, -5.50, -6.13], [-9.51, -3.27, 3.21], [-1.87, -0.55, 1.01], [5.10, -3.02, 7.34], [4.06, -4.45, 7.57], [3.58, 15.31, -3.85], [4.99, -9.02, -3.37], [-1.93, 7.77, 0.86], [0.83, 3.71, 1.71], [-6.37, 1.08, 5.31], [7.20, -7.73, 0.87], [2.73, -4.11, 1.17], [0.75, -1.64, 0.82], [-1.64, 2.57, 1.57], [1.17, 5.62, 2.64], [1.66, 7.77, 3.82], [-0.71, 5.61, 1.23], [3.75, 13.38, -1.07], [3.14, -3.69, 2.14], [2.46, -3.81, 5.28], [-3.30, 1.73, 1.39], [4.53, -10.00, -4.25], [4.03, -3.36, 7.29], [0.35, -5.34, -6.88], [6.60, -6.04, -0.72], [-6.28, -0.54, 3.71], [-0.27, -6.53, -7.52], [-3.65, -8.11, -10.26], [4.24, 15.43, -1.47], [-8.02, 0.88, 3.90], [-0.84, 10.37, 2.74], [-2.03, 1.96, 4.20], [3.86, 14.50, -1.88], [-8.69, -1.18, 4.46], [3.05, -4.52, -4.99], [-3.72, -3.94, -9.26], [-0.48, 0.61, 2.35], [-1.60, -8.40, -8.92], [-8.56, -5.33, 2.75], [3.39, 4.43, 3.82], [-3.88, 1.03, 5.80], [-8.42, -4.08, 3.47], [-1.82, -2.03, 1.65], [2.30, 10.88, -3.49], [2.69, 13.20, -4.78], [-3.69, -0.18, 4.39], [0.95, 6.53, -2.66], [2.80, 8.65, 0.57], [2.07, -2.27, -5.29], [-2.37, 1.84, 2.02], [-1.50, -6.33, -8.33], [1.58, -3.13, -5.72], [-2.40, -2.67, 0.92], [-0.21, -4.08, -7.02], [3.98, -9.65, -5.47], [2.14, -4.40, -5.56], [-3.25, -4.92, -9.18], [5.32, -5.44, -3.14], [3.09, 5.76, 4.09], [4.20, -5.71, 3.33], [4.61, -11.05, -3.98], [0.50, 8.41, 3.14], [-5.69, -0.26, 2.81], [1.96, -6.48, -6.01], [1.46, 4.29, 2.38], [3.51, -3.14, 5.82], [-2.00, -2.80, -7.86], [3.26, 12.19, -1.59], [3.46, -2.63, 1.96], [3.49, 14.43, -3.22], [-4.28, 0.68, 4.81], [-11.35, -3.57, 1.93], [3.44, -2.78, 8.04], [-9.18, -0.55, 5.26], [3.55, 11.03, 0.44], [6.57, -5.00, -1.02], [-1.97, 0.01, 3.14], [-6.18, -1.64, 3.90], [-8.01, -1.91, 4.96], [-2.81, -0.36, 0.44], [-0.02, -1.98, -6.57], [3.46, -6.22, 2.93], [6.10, -8.36, -1.17], [2.87, 12.13, -2.93], [-5.86, -0.52, 5.93], [0.00, 6.26, 1.98], [6.05, -7.02, -1.55], [2.45, 8.62, -0.46], [2.14, 9.70, -2.60], [3.87, -8.30, -5.82], [1.77, 6.60, -0.32], [-1.61, 9.65, 1.82], [-3.82, -6.00, -9.83], [2.58, 9.75, -1.27], [-2.06, -7.42, -8.99], [-4.85, 1.75, 2.90], [3.73, 6.33, 4.76], [-1.07, 11.41, 2.94], [1.97, 10.82, -4.66], [5.47, -4.35, 2.08], [4.25, -6.28, -5.23], [3.44, -8.02, -6.77], [4.33, -7.32, -4.95], [-2.09, -5.07, -8.44], [0.01, -2.53, 1.73], [-10.26, -6.01, 1.31], [-2.37, -2.09, 2.62], [7.65, -8.01, 1.82], [-7.83, -0.17, 3.56], [-5.76, 0.17, 5.04], [1.80, -3.65, 3.51], [6.69, -9.75, 0.36], [2.34, 8.40, 4.61], [5.56, -9.42, -2.06], [1.41, 7.43, -2.27], [2.79, 2.65, 2.76], [3.63, -10.41, -6.15], [4.90, -7.68, -3.73]]}


(3)
{"formula": "C25H48Cl3N4O3PrSSi", "method": "ωB97M-V/def2-TZVPD", "s2": 2.0022, "homo_ev": [-7.528, -7.534], "spin_multiplicity": 3, "de_lowest_kj_mol": 199.9, "homo_lumo_gap_ev": [7.663, 7.670], "symbols": ["H", "H", "C", "C", "H", "C", "O", "H", "C", "H", "H", "N", "H", "H", "Cl", "H", "H", "C", "H", "H", "C", "N", "C", "H", "H", "H", "H", "N", "Pr", "C", "C", "H", "H", "H", "H", "H", "C", "Cl", "H", "H", "H", "H", "C", "C", "C", "H", "C", "H", "H", "Si", "H", "O", "H", "H", "O", "H", "H", "C", "C", "C", "H", "H", "C", "C", "H", "C", "H", "H", "C", "H", "H", "C", "S", "C", "H", "Cl", "H", "H", "H", "C", "C", "H", "H", "H", "N", "H"], "positions_angstrom": [[-1.78, 4.80, 0.41], [-2.53, 1.07, 3.00], [-0.38, -4.91, -4.07], [-1.45, -2.06, -3.41], [-0.61, -4.21, -4.89], [1.03, 4.21, 2.24], [0.02, -2.00, -0.89], [1.49, -1.72, -3.33], [-0.96, 6.49, -6.41], [-2.51, 4.24, -4.58], [-3.21, -5.83, 1.63], [-1.24, 0.08, 4.41], [-0.41, 5.93, 0.62], [-1.03, -1.07, -3.15], [-0.32, 1.41, -2.26], [3.43, -0.23, 3.96], [1.07, -5.49, 1.99], [3.25, -3.12, -1.83], [-2.55, -1.95, -3.38], [-1.43, 5.49, 2.02], [-1.03, -3.10, -2.45], [-0.13, 4.03, 1.37], [1.69, -0.11, 5.67], [-1.14, 3.30, -3.94], [-1.07, -6.61, 2.64], [-2.43, 0.16, 6.11], [0.67, 4.53, 3.23], [2.79, -1.76, -1.69], [-0.01, 0.08, -0.22], [-1.39, 0.10, 5.81], [1.42, 4.86, -5.29], [-0.90, 0.98, 6.21], [-0.28, -4.97, -1.89], [2.35, 0.74, 5.87], [0.87, -0.05, 6.38], [-2.01, 6.46, -6.71], [-2.27, -5.35, 1.35], [-0.65, 3.44, -7.26], [-1.36, 5.00, -3.46], [-1.02, -5.79, -4.19], [2.03, 5.14, -6.16], [2.98, -1.86, 0.36], [0.01, 0.00, 3.89], [-1.45, 4.29, -4.30], [0.12, -5.17, 1.56], [2.58, 0.72, 2.73], [-1.07, -5.79, 1.92], [-3.39, 0.23, 4.28], [2.23, -1.03, 5.88], [-0.40, 4.83, -5.74], [3.12, -1.02, -3.62], [2.30, -0.06, -0.27], [0.66, -5.26, -4.21], [-2.66, -0.73, 3.00], [0.51, 1.98, 1.05], [3.62, -3.48, -0.86], [4.07, -3.17, -2.56], [-0.54, -4.31, -2.72], [-1.14, -2.66, -1.01], [-2.28, -4.32, 0.43], [1.66, 5.00, 1.84], [-0.36, 6.79, -7.28], [-1.08, -3.71, 0.07], [-2.51, 0.17, 3.61], [1.05, -3.61, 0.36], [2.49, -0.17, 3.37], [-1.01, -0.85, 6.21], [2.42, -3.76, -2.17], [2.67, -1.23, -0.48], [1.61, 5.58, -4.49], [1.75, 3.87, -4.95], [0.12, -4.12, 0.64], [0.00, -0.14, 2.27], [-0.36, 2.86, 0.81], [-1.17, -2.30, -4.44], [-2.49, 0.15, 0.56], [-2.04, -2.06, -0.88], [1.90, -0.11, -2.65], [-3.20, -3.97, -0.03], [2.30, -1.10, -2.89], [-0.98, 5.12, 1.09], [-0.85, 7.28, -5.64], [1.59, 3.28, 2.33], [-1.22, 2.73, 0.13], [1.30, -0.08, 4.31], [2.46, -1.07, 2.75]]}


| no. | DFT total energy (eV) |
| --- | --- |
| 1 | -124992.03819 |
| 2 | -136939.30816 |
| 3 | -109159.44245 |